[1]
Formula: C23H22FN3O7RhSbSe4
Source: OMol25
Level of theory: ωB97M-V with the def2-TZVPD basis set

Structure (XYZ):
```
62
Properties=species:S:1:pos:R:3:forces:R:3:mulliken_charge:R:1
Rh 1.114052 -2.020917 0.159228 0.7 2.0 -0.7 0.38
C -5.866718 -0.194754 -1.847125 0.1 0.0 0.0 -1.90
C -5.456202 0.377982 -0.501621 -0.1 0.0 -0.1 0.54
C -5.760124 1.864527 -0.413339 0.0 0.0 0.0 -0.95
C -5.462126 2.377249 0.983310 0.0 0.0 0.0 -1.01
C -4.059833 2.015969 1.390013 0.0 0.0 0.0 1.05
C -3.401215 2.741372 2.355717 0.0 -0.1 -0.1 -0.66
C -2.093802 2.419644 2.711071 -0.1 -0.1 -0.1 -0.07
F -1.501511 3.153060 3.654851 0.1 0.1 0.1 -0.35
C -1.411402 1.399274 2.117437 0.0 0.0 0.0 -1.03
C -2.062404 0.644675 1.130052 0.1 0.1 0.1 0.65
C -1.339904 -0.437725 0.483460 0.5 -0.1 0.1 2.11
O -0.140084 -0.655416 0.887166 -0.4 0.2 0.0 -1.05
C -2.021996 -1.142916 -0.514065 0.1 0.0 0.1 -0.55
C -3.332004 -0.807652 -0.783704 0.0 -0.2 -0.2 -0.38
N -4.009991 0.169964 -0.205570 -0.1 0.0 0.1 0.24
C -3.385051 0.943488 0.772194 0.1 0.1 0.1 -0.69
C -1.471978 -2.277216 -1.339425 0.6 0.3 0.3 0.47
O -2.224150 -2.855809 -2.084868 -0.4 -0.4 -0.5 -0.74
O -0.198675 -2.542284 -1.263104 -0.3 -0.3 0.0 -0.55
H -6.900651 0.091291 -2.033034 0.0 0.0 0.0 0.44
H -5.820707 -1.281617 -1.883483 0.0 0.0 0.0 0.54
H -5.250629 0.210442 -2.651673 0.0 0.0 0.0 0.40
H -6.014057 -0.134046 0.289222 0.1 0.0 0.0 0.15
H -6.808590 2.021779 -0.663436 0.0 0.0 0.0 0.35
H -5.158346 2.396831 -1.155821 0.0 0.0 0.0 0.34
H -6.173520 1.941036 1.691022 0.0 0.0 0.0 0.33
H -5.587905 3.458544 1.036811 0.0 0.0 0.0 0.46
H -3.888744 3.577475 2.840377 0.0 0.0 0.0 0.53
H -0.391366 1.168729 2.387309 0.0 0.0 0.0 0.64
H -3.831982 -1.404403 -1.530851 0.0 0.0 0.0 0.73
O 6.092430 2.822554 1.700242 -0.2 0.1 0.3 -0.48
C 6.169417 2.911150 0.300509 0.1 0.0 -0.1 -0.54
N 5.148428 2.064091 -0.253540 0.4 -0.5 0.2 0.09
C 4.112515 2.554303 -0.939388 -0.2 0.2 0.0 0.11
O 3.961550 3.729666 -1.224176 -0.3 0.1 -0.2 -0.68
C 3.080601 1.542449 -1.384733 -0.1 -0.2 -0.1 0.33
C 2.452867 1.731540 -2.606718 0.1 0.1 0.1 -0.14
C 1.529623 0.799320 -3.050441 0.2 0.4 -0.2 -1.04
C 1.236854 -0.276975 -2.258105 -0.3 -0.6 0.1 -0.58
N 1.799055 -0.444079 -1.055125 -0.1 -0.7 0.8 0.65
C 2.717125 0.440392 -0.620025 -0.1 -0.3 0.1 -0.65
H 6.909992 3.166566 2.068293 0.1 -0.1 0.1 0.30
H 7.151235 2.575165 -0.043395 0.0 -0.1 -0.1 0.35
H 5.981862 3.930176 -0.041223 0.0 -0.1 -0.1 0.35
H 5.298453 1.053166 -0.219181 0.0 0.1 0.1 -0.02
H 2.707823 2.604745 -3.192731 0.0 0.0 0.0 0.52
H 1.044038 0.901829 -4.009012 0.0 0.0 0.0 0.46
H 0.541228 -1.043484 -2.567822 0.1 0.1 0.0 0.67
H 3.137882 0.270536 0.361657 0.0 0.0 -0.1 0.68
C 1.701652 -6.002102 1.048780 0.2 -0.1 -0.1 -0.61
O 2.043834 -4.815961 1.816359 -0.1 -0.2 -0.2 -0.30
C 2.343338 -3.768098 1.120361 0.9 -0.4 0.1 0.86
O 2.354677 -3.725578 -0.138709 -0.8 0.5 0.7 -0.51
H 1.428776 -6.744810 1.788331 0.0 0.0 0.0 0.25
H 2.568431 -6.319811 0.473824 0.0 0.0 0.1 0.28
H 0.876037 -5.778691 0.374767 0.0 0.0 0.1 0.30
Se 5.707053 -4.612379 1.817111 -0.4 -0.3 -0.4 -0.56
Sb 5.404315 -2.378736 1.069293 1.9 0.7 0.7 0.76
Se 5.434651 -1.463445 -1.138356 -0.4 -0.2 -0.2 -0.53
Se 6.226393 -0.778702 2.693978 -0.5 -0.2 -0.4 -0.55
Se 2.749486 -2.163383 2.091029 -1.5 -0.1 -0.5 -0.17
```
Positions in Å, forces in eV/Å.

The HOMO energy (spin up / spin down) is -6.66 / -6.66 eV. Its HOMO-LUMO gap (spin up / spin down) is 3.842 / 3.840 eV. Its spin multiplicity is 1. As for the molar mass: 1011.95 g mol⁻¹.

***

[2]
Formula: C23H22FNO3
Source: OMol25
Level of theory: ωB97M-V with the def2-TZVPD basis set

Structure (XYZ):
```
50
Properties=species:S:1:pos:R:3:forces:R:3:mulliken_charge:R:1
C 4.594495 4.187716 4.031850 -0.1 0.1 0.1 -0.83
O 4.998493 3.020395 3.359466 0.1 -0.2 -0.1 -0.45
C 4.041450 2.132983 2.966200 0.0 -0.2 -0.1 0.79
C 4.497294 0.996901 2.295928 0.0 0.4 0.2 -0.75
C 3.619677 0.033589 1.848760 0.0 -0.1 -0.1 -0.40
C 2.252281 0.188372 2.061036 0.2 0.2 0.1 0.27
N 1.297640 -0.733790 1.610353 -0.2 -0.1 0.4 -0.05
C 1.447399 -1.732086 0.695557 -0.6 -0.2 0.3 0.15
O 2.509914 -2.130180 0.273714 0.3 0.0 -0.3 -0.66
C 0.115142 -2.278617 0.201833 0.3 0.0 -0.3 -1.22
C -0.286907 -1.484031 -1.059078 0.0 0.0 0.1 1.05
C -0.294360 -0.008504 -0.725345 0.0 0.1 -0.2 -0.46
C 0.806467 0.787274 -1.020226 -0.2 0.0 0.0 -0.17
C 0.848076 2.114202 -0.633234 -0.1 0.2 0.1 -0.58
C -0.233941 2.640216 0.047224 0.0 -0.1 -0.1 0.42
F -0.199737 3.931571 0.441718 0.0 -0.1 0.0 -0.39
C -1.351300 1.879768 0.340123 0.1 0.2 0.1 -0.81
C -1.371632 0.552242 -0.048031 0.1 0.0 -0.1 0.12
C -1.615663 -1.895154 -1.653741 0.1 0.0 -0.1 -0.88
C -2.045495 -1.235500 -2.798579 0.0 -0.2 0.1 -0.70
C -3.254421 -1.533168 -3.399746 -0.2 0.0 -0.2 -0.54
C -4.072658 -2.517891 -2.856332 0.1 -0.1 0.2 0.89
O -5.282682 -2.895730 -3.353979 0.2 -0.1 0.3 -0.46
C -5.762026 -2.257019 -4.511855 -0.1 0.1 -0.2 -0.83
C -3.646348 -3.188101 -1.711090 -0.3 0.0 -0.2 -0.97
C -2.437696 -2.879755 -1.120456 0.1 0.1 -0.1 0.03
C 1.796899 1.316110 2.733231 0.1 -0.3 -0.1 -0.74
C 2.676544 2.283063 3.184292 0.2 0.2 0.1 -0.46
H 3.933290 4.801658 3.411577 0.0 0.0 0.0 0.33
H 5.509518 4.740845 4.237904 -0.1 0.0 0.0 0.24
H 4.093150 3.954949 4.977180 0.0 0.0 0.0 0.32
H 5.558119 0.890450 2.135040 0.1 0.0 0.0 0.42
H 3.982324 -0.835520 1.326930 0.0 0.0 0.0 0.52
H 0.349134 -0.481193 1.852276 0.1 -0.1 -0.2 0.23
H -0.651129 -2.183901 0.971964 -0.1 0.0 0.0 0.40
H 0.246270 -3.328250 -0.061386 0.0 0.0 0.1 0.63
H 0.492118 -1.660620 -1.810270 0.0 0.0 0.1 0.45
H 1.650166 0.360611 -1.541801 0.1 -0.1 0.0 0.42
H 1.704029 2.734339 -0.845252 0.1 0.1 0.0 0.48
H -2.181770 2.324742 0.865610 -0.1 0.1 0.0 0.46
H -2.236323 -0.056597 0.173653 -0.1 0.0 0.0 0.50
H -1.420564 -0.466270 -3.229781 0.0 0.1 0.0 0.39
H -3.544649 -0.993127 -4.287047 -0.1 0.0 -0.1 0.38
H -5.898510 -1.182448 -4.351711 0.0 0.0 0.0 0.33
H -5.094180 -2.415550 -5.364800 0.0 0.0 0.0 0.33
H -6.727660 -2.714120 -4.722113 0.1 0.1 0.0 0.24
H -4.284710 -3.953260 -1.298417 -0.1 -0.1 0.0 0.42
H -2.144174 -3.424990 -0.237436 0.1 -0.1 0.1 0.42
H 0.736700 1.447296 2.902073 -0.1 0.0 0.0 0.34
H 2.281945 3.146082 3.696215 0.0 0.1 0.1 0.39
```
Positions in Å, forces in eV/Å.

As for the SMILES: COc1ccc(NC(=O)C[C@H](c2ccc(F)cc2)c2ccc(OC)cc2)cc1. The HOMO energy is -7.86 eV. Its HOMO-LUMO gap is 8.555 eV. Its spin multiplicity is 1. As for the molar mass: 379.43 g mol⁻¹.